(1)
C15H25BrI3N2OV as an isolated structure, computed with wB97M-V/def2-TZVPD.

Summary:
- spin multiplicity = 3
- total charge = +2
- HOMO-LUMO gap (spin up / spin down) (eV) = 7.262 / 7.187
- <S²> = 2.064

The geometry in XYZ format:
```
48
Properties=species:S:1:pos:R:3:lowdin_spin:R:1
V 0.860 -0.401 -0.351 2.104
C -0.242 -0.889 2.530 0.002
N 0.758 -0.095 1.764 -0.011
C 0.461 1.342 2.019 0.002
C 2.127 -0.437 2.247 0.005
C 3.189 0.169 1.358 0.004
N 3.014 -0.250 -0.070 0.001
C 3.693 -1.559 -0.284 0.005
C 3.720 0.743 -0.927 0.005
H -0.202 -0.599 3.582 0.000
H -0.027 -1.948 2.446 0.000
H -1.239 -0.690 2.145 0.000
H 0.493 1.555 3.089 -0.001
H -0.539 1.570 1.652 0.001
H 1.185 1.987 1.526 0.000
H 2.216 -1.522 2.253 0.000
H 2.262 -0.092 3.275 0.000
H 4.176 -0.133 1.712 0.000
H 3.160 1.257 1.397 0.000
H 4.759 -1.457 -0.076 0.000
H 3.574 -1.865 -1.322 0.000
H 3.283 -2.322 0.371 0.000
H 4.770 0.804 -0.629 0.000
H 3.270 1.725 -0.816 0.000
H 3.675 0.432 -1.968 0.000
I 0.976 0.004 -3.477 -0.015
C 0.715 2.104 -3.342 -0.001
I 0.423 2.676 -1.324 -0.003
H -0.165 2.375 -3.910 0.000
H 1.609 2.586 -3.711 0.000
C 0.705 -3.374 -1.913 -0.023
C 0.766 -2.258 -0.946 -0.084
O 0.814 -2.319 0.280 0.004
H 0.128 -4.207 -1.507 -0.003
H 1.730 -3.734 -2.069 0.000
H 0.297 -3.055 -2.867 -0.001
Br -5.077 -2.186 -0.301 0.001
C -5.063 -0.309 -0.227 0.000
C -6.255 0.350 0.045 0.000
C -6.291 1.734 0.122 0.000
C -5.140 2.482 -0.071 0.000
C -3.941 1.844 -0.349 0.000
C -3.927 0.462 -0.425 0.001
I -2.107 -0.474 -0.939 0.005
H -7.153 -0.234 0.195 0.000
H -7.231 2.228 0.335 0.000
H -5.168 3.562 -0.010 0.000
H -3.040 2.419 -0.514 0.000
```

(2)
A 2-piece molecular cluster, C15H25F3N2O2P overall, computed with wB97M-V/def2-TZVPD.

Summary:
- total charge = +1
- HOMO-LUMO gap (eV) = 7.121

The geometry in XYZ format:
```
48
Properties=species:S:1:pos:R:3:lowdin_charge:R:1
N 0.995 0.308 -1.021 -0.286
P -0.556 0.378 -1.320 0.796
C -1.111 -1.393 -1.404 -0.224
C -0.320 -2.280 -2.060 -0.029
N -0.642 -3.558 -2.115 0.133
C -1.754 -4.060 -1.566 0.011
C -2.569 -3.221 -0.897 0.038
C -2.274 -1.862 -0.816 -0.087
C -3.241 -0.958 -0.074 -0.449
O -3.105 -0.797 1.116 0.186
O -4.258 -0.343 -0.726 0.049
C -4.730 -0.983 -1.926 -0.149
C -6.200 -0.587 -2.139 -0.006
C -7.144 -1.632 -1.558 -0.630
F -6.583 -2.353 -0.564 0.128
F -8.232 -1.053 -1.053 0.161
F -7.538 -2.511 -2.485 0.149
H 1.508 0.745 -1.782 -0.019
H -1.182 1.047 -0.247 0.038
H -0.788 1.050 -2.540 0.027
H 0.588 -1.902 -2.522 0.149
H -0.020 -4.176 -2.627 0.197
H -2.009 -5.108 -1.636 0.160
H -3.476 -3.553 -0.404 0.155
H -4.701 -2.074 -1.888 0.118
H -4.123 -0.682 -2.787 0.137
H -6.369 0.392 -1.694 0.144
H -6.362 -0.593 -3.218 0.140
C 1.981 2.829 2.099 -0.113
C 3.170 2.684 1.159 -0.276
C 3.885 1.342 1.295 -0.239
C 4.513 1.075 2.664 -0.230
C 5.530 2.118 3.125 -0.270
C 6.749 2.218 2.214 -0.111
H 2.278 2.788 3.147 0.068
H 1.485 3.787 1.936 0.069
H 1.254 2.033 1.915 0.062
H 3.870 3.509 1.319 0.100
H 2.814 2.782 0.129 0.092
H 4.656 1.276 0.521 0.100
H 3.173 0.539 1.077 0.091
H 4.999 0.094 2.635 0.109
H 3.724 0.995 3.418 0.100
H 5.867 1.849 4.130 0.105
H 5.056 3.099 3.216 0.099
H 7.264 1.258 2.146 0.075
H 7.456 2.951 2.604 0.071
H 6.475 2.533 1.205 0.064
```

Sequential E output: -5181.85401, -1487.21217 Eh